Below is a gas-phase ion, C6H7F3I2NO4S (charge -1) in a non-equilibrium geometry, with properties calculated with the ωB97M-V functional and the def2-TZVPD basis.

```
24
Properties=species:S:1:pos:R:3:forces:R:3
C 2.005 -1.060 0.998 0.282 -0.092 -0.172
C 1.091 -1.905 0.132 -0.280 0.169 -0.091
I 2.236 -2.780 -1.470 0.769 -0.251 0.465
C -0.223 -1.131 -0.312 1.411 -0.511 0.502
I -0.680 -1.532 -2.400 -0.956 0.256 -0.200
N -0.097 0.255 0.054 -1.619 0.032 -1.659
C 0.643 1.121 -0.884 0.701 0.708 0.317
C 1.514 2.173 -0.134 0.040 0.276 0.741
O 2.157 2.925 -0.877 0.101 0.023 -0.605
O 1.476 2.130 1.109 -0.090 -0.193 0.105
S -1.467 0.943 0.682 0.569 0.858 1.788
O -1.587 0.534 2.046 -0.234 -0.915 -0.155
O -1.549 2.340 0.428 0.208 -0.065 -0.954
C -3.020 0.272 -0.106 -0.265 0.341 0.188
F -3.290 -0.984 0.267 0.121 0.013 -0.305
F -4.003 1.049 0.368 0.046 -0.154 -0.008
F -3.031 0.378 -1.430 -0.013 -0.118 0.090
H 1.446 -0.527 1.759 -0.074 0.096 0.074
H 2.764 -1.679 1.467 0.014 -0.197 0.045
H 2.527 -0.326 0.395 0.010 0.256 0.065
H 0.767 -2.770 0.698 -0.115 -0.198 -0.083
H -1.018 -1.616 0.238 -0.277 0.173 0.041
H 1.345 0.530 -1.461 -0.132 -0.371 -0.076
H -0.004 1.662 -1.568 -0.217 -0.135 -0.111
```
Forces are in eV/Å.

Results
frontier orbital gap: 0.256 Ha
charge: -1



Below is a single C13H21N3O5 molecule in a non-equilibrium geometry, with properties calculated with the ωB97M-V functional and the def2-TZVPD basis.

```
42
Properties=species:S:1:pos:R:3:forces:R:3
C -5.110 -1.523 2.664 0.723 0.595 0.049
C -3.926 -0.733 2.065 -0.062 0.031 1.110
C -3.836 0.642 2.753 0.509 0.063 -0.913
C -2.580 -1.470 2.143 -0.356 0.235 1.039
N -2.287 -1.815 3.561 0.383 -0.604 -1.518
C -1.460 -0.714 1.408 1.174 0.049 2.278
O -0.412 -0.547 2.047 -1.449 0.281 -2.168
O -1.732 -0.283 0.148 0.441 -0.436 1.745
C -0.783 0.618 -0.411 0.458 0.468 -1.765
C 0.335 -0.113 -1.171 0.331 -0.591 0.193
N 1.316 -0.624 -0.191 1.243 0.768 -3.282
C 2.672 -0.505 -0.380 -0.474 0.937 0.757
O 3.418 -0.660 0.567 0.493 -0.254 -0.478
C 3.199 -0.097 -1.778 -0.449 -1.113 -0.531
C 4.475 0.705 -1.809 0.939 1.056 1.336
C 4.445 1.525 -3.108 0.994 -1.312 0.532
O 4.984 0.659 -4.121 -0.089 0.163 -0.544
C 2.974 1.799 -3.329 -0.359 0.465 -0.022
N 2.279 0.739 -2.573 -1.021 -1.044 1.024
C 0.923 0.778 -2.297 1.634 1.526 -0.021
O 0.250 1.613 -2.874 -0.698 -0.407 0.118
H -5.154 -2.512 2.256 -0.155 -0.592 -0.435
H -6.007 -0.963 2.388 -0.125 -0.267 0.330
H -5.012 -1.661 3.749 -0.116 0.343 -0.262
H -4.138 -0.584 1.030 -0.153 0.207 -0.901
H -3.002 1.244 2.346 -0.460 -0.096 -0.033
H -4.771 1.194 2.650 0.102 0.016 -0.049
H -3.621 0.545 3.798 -0.070 -0.161 0.747
H -2.649 -2.415 1.650 -0.315 -0.776 -0.640
H -2.208 -0.988 4.121 0.373 0.286 0.203
H -1.416 -2.367 3.612 -0.643 0.718 0.109
H -0.302 1.290 0.289 -0.247 -0.074 0.618
H -1.349 1.219 -1.126 0.094 -0.130 0.074
H -0.103 -0.956 -1.707 -0.268 -0.130 -0.023
H 1.023 -0.756 0.738 -0.459 -0.085 1.389
H 3.383 -1.077 -2.280 -0.204 0.517 0.026
H 5.398 0.093 -1.738 -0.619 0.332 0.045
H 4.486 1.408 -0.953 0.003 -0.400 -0.199
H 5.030 2.460 -3.044 -0.232 -0.381 -0.032
H 5.797 0.213 -3.812 -0.697 0.582 -0.029
H 2.738 1.829 -4.406 -0.136 -0.167 0.534
H 2.732 2.790 -2.877 -0.036 -0.616 -0.409
```
Forces are in eV/Å.

Results
energy relative to the best compared isomer or geometry (same formula, charge and spin): 127.9 kJ/mol
frontier orbital gap: 0.369 Ha
structure (SMILES): CC(C)[C@H](N)C(=O)OC[C@@H]1NC(=O)[C@@H]2C[C@@H](O)CN2C1=O



Below is a molecular structure, C3H2O2S2 in a non-equilibrium geometry, with properties calculated with the ωB97M-V functional and the def2-TZVPD basis.

```
9
Properties=species:S:1:pos:R:3:forces:R:3
C 0.811 0.370 0.032 -2.810 -0.701 4.507
C -0.051 -0.762 0.883 2.406 -2.804 -0.219
C -1.545 -0.709 0.501 -3.003 1.355 0.760
H 0.769 2.315 0.669 -1.454 -3.475 0.621
H -2.477 -1.058 1.530 3.141 0.859 -3.544
O 0.317 1.345 0.878 2.542 4.012 -2.039
O 0.526 -1.563 1.650 -2.583 2.998 -2.569
S 1.986 0.343 -0.990 0.830 0.091 -1.035
S -2.007 0.100 -0.942 0.931 -2.336 3.518
```
Forces are in eV/Å.

Results
energy relative to the best compared isomer or geometry (same formula, charge and spin): 387.2 kJ/mol
frontier orbital gap: 0.266 Ha



Below is a single C3H7OS molecule in a non-equilibrium geometry, with properties calculated with the ωB97M-V functional and the def2-TZVPD basis.

```
12
Properties=species:S:1:pos:R:3:forces:R:3
C -0.432 -2.145 -0.168 -0.257 0.103 2.155
O -0.290 -1.873 -1.441 0.513 -0.030 -0.470
C -0.376 -0.669 0.700 -0.101 -0.859 -1.249
C 0.156 0.382 -0.270 0.125 0.219 1.191
S 0.394 2.031 0.521 -0.165 -0.011 -0.015
H 0.363 -2.715 0.373 0.105 0.209 -0.806
H -1.399 -2.627 0.060 0.104 0.237 0.140
H -1.427 -0.564 0.908 -0.264 0.578 0.201
H 0.174 -0.715 1.638 0.145 -0.425 -0.216
H -0.622 0.487 -1.023 0.379 0.422 -0.320
H 1.106 0.087 -0.703 -0.165 -0.068 -0.206
H 1.561 1.879 1.203 -0.420 -0.375 -0.405
```
Forces are in eV/Å.

Results
<S²>: 0.7575
energy relative to the best compared isomer or geometry (same formula, charge and spin): 101.7 kJ/mol
multiplicity: 2
frontier orbital gap (alpha / beta): 0.370 / 0.276 Ha



For the records above, the corresponding E_tot values read -1881.76147, -1048.46762, -1062.22336, -591.82301 Ha.